Entry 1:
The following is a DFT calculation (the ωB97M-V functional and the def2-TZVPD basis) of 4 unconnected molecules or ions with the total composition C4H9Cl4N3O6.

Atoms and positions in Å:
C: -13.6595 9.3661 -0.9645
Cl: -13.3311 7.7479 -0.3146
Cl: -13.1665 10.5546 0.2513
Cl: -12.7374 9.5886 -2.4503
Cl: -15.4249 9.4850 -1.2046
C: -14.7802 5.0438 -1.2950
N: -15.3022 3.6389 -1.3147
O: -14.7361 2.8310 -0.6087
O: -16.2123 3.3847 -2.0759
H: -15.6545 5.6488 -1.5245
H: -13.9758 5.0745 -2.0176
H: -14.5521 5.2352 -0.2527
C: -11.9396 12.5278 -4.8857
N: -12.0166 11.8268 -6.2130
O: -11.3443 12.2701 -7.1187
O: -12.7346 10.8496 -6.2829
H: -10.9617 12.9459 -4.6799
H: -12.2060 11.8318 -4.0974
H: -12.7129 13.2889 -4.9603
C: -15.7795 13.0382 0.1922
N: -14.7621 13.4421 -0.7959
O: -14.3167 14.5705 -0.6791
O: -14.3589 12.6535 -1.6185
H: -16.6966 12.7345 -0.3071
H: -15.9764 13.9095 0.8050
H: -15.3881 12.1995 0.7579

Structure (SMILES): C[N+](=O)[O-].C[N+](=O)[O-].C[N+](=O)[O-].ClC(Cl)(Cl)Cl
HOMO, eV: -11.160
Lowest unoccupied orbital energy, eV: -0.25


Entry 2:
The following is a DFT calculation (the ωB97M-V functional and the def2-TZVPD basis) of 2 unconnected molecules or ions with the total composition C4H9ClN2.

Atoms and positions in Å:
C: 1.2607 -0.7109 0.1731
C: -1.1543 1.0123 1.0346
C: -1.1217 -0.2000 -1.3138
C: -0.8127 -0.1730 0.1506
N: 1.3640 -1.8606 0.5480
N: 1.7136 0.4577 -0.1996
Cl: 3.6470 0.4837 -0.0934
H: -1.2030 0.7201 2.0646
H: -0.4823 1.7868 0.9026
H: -2.0486 1.2848 0.6306
H: -2.2450 -0.4402 -1.6079
H: -0.5857 -0.8819 -1.7930
H: -1.0821 0.6762 -1.8676
H: -1.1219 -1.0676 0.5276
H: 2.2060 -2.3738 0.5022
H: 1.6658 1.2862 0.3415

Spin multiplicity: 3
HOMO (alpha / beta), eV: -6.169 / -9.363
Lowest unoccupied orbital energy (alpha / beta), eV: 0.82 / -2.40


Entry 3:
The following is a DFT calculation (the ωB97M-V functional and the def2-TZVPD basis) of 2 unconnected molecules or ions with the total composition C4H9ClNO3P.

Atoms and positions in Å:
C: 0.5802 -0.6689 -1.6611
C: -0.4947 0.6367 1.7889
C: -1.6331 0.9651 -0.3739
C: 0.4745 -0.0667 -0.3157
N: -0.5032 0.5014 0.3374
O: 0.1800 -2.3110 0.7442
O: 2.1269 -1.0561 1.8886
O: 2.4651 -1.9922 -0.4400
P: 1.4749 -1.4821 0.5788
Cl: 1.0218 2.4683 -1.2377
H: 0.1685 -1.6422 -1.7349
H: 1.5319 -0.8351 -1.9809
H: -0.0636 -0.1167 -2.3933
H: 0.5373 0.4914 2.2796
H: -0.6714 1.6803 1.9425
H: -1.3181 0.0649 2.0568
H: -1.3004 1.7135 -1.1996
H: -2.2310 -0.0233 -0.6384
H: -2.3455 1.6727 0.3587

HOMO, eV: -0.320
Net charge: -2
Lowest unoccupied orbital energy, eV: 6.10


Entry 4:
The following is a DFT calculation (the ωB97M-V functional and the def2-TZVPD basis) of C4H9ClO3S in the gas phase.

Atoms and positions in Å:
C: 0.7047 -2.4737 -2.9245
C: 0.9061 -0.9510 -2.3014
C: 0.0110 1.2884 0.5726
C: -1.2268 1.0620 1.4233
H: 1.1785 -3.2744 -2.1346
H: -0.4382 -2.6068 -2.9113
H: 0.8587 -2.5312 -3.9943
H: 0.1327 -0.0859 -2.7258
H: 1.8655 -0.5177 -2.6155
H: 0.1633 2.3979 0.3920
H: 0.8554 1.0788 1.2293
H: -1.4527 -0.0030 1.9123
H: -2.2055 1.2448 1.1267
O: 1.3407 -0.9115 0.4677
O: -1.0125 -1.3106 -0.6934
O: 0.1593 0.7591 -0.8072
S: 0.3475 -0.7967 -0.7223
Cl: -0.7522 2.0703 2.8778

Structure (SMILES): CCS(=O)(=O)OCCCl
HOMO, eV: -10.813
Lowest unoccupied orbital energy, eV: 0.46


Entry 5:
The following is a DFT calculation (the ωB97M-V functional and the def2-TZVPD basis) of 2 unconnected molecules or ions with the total composition C4H9ClOS.

Atoms and positions in Å:
C: 0.8974 -1.8921 -0.4248
C: 1.1969 -0.2236 1.3894
C: -1.0452 0.7937 -1.6158
C: 0.7393 -0.6074 0.2303
O: -0.2345 0.4889 -0.3996
S: -1.6483 2.4533 1.4955
Cl: -0.2257 0.7812 -3.1529
H: -0.0672 -2.3725 -0.4304
H: 1.7036 -2.5724 0.0462
H: 1.1973 -1.7294 -1.5066
H: 1.9167 -0.7555 2.1498
H: 0.8398 0.6675 1.9172
H: -1.1549 1.7241 2.5048
H: -1.8195 0.0031 -1.7561
H: -1.4930 1.6789 -1.2565
H: -0.8029 1.5619 0.8094

Structure (SMILES): C=C(C)OCCl.S
HOMO, eV: -9.154
Lowest unoccupied orbital energy, eV: 0.77


Entry 6:
The following is a DFT calculation (the ωB97M-V functional and the def2-TZVPD basis) of 2 unconnected molecules or ions with the total composition C4H9F2NS.

Atoms and positions in Å:
C: -1.2366 -1.4549 0.3479
C: 0.5275 -0.6393 -1.2134
C: 1.2861 2.1631 0.7882
C: 0.9547 -0.4605 1.0587
N: 0.0457 -0.7897 0.1058
F: 0.5502 -0.7311 2.3445
F: 2.2583 -0.7389 0.7724
S: -0.2772 2.6620 0.0652
H: -1.0949 -1.7197 1.3772
H: -2.0020 -0.8144 0.1328
H: -1.3779 -2.4303 -0.2673
H: -0.1164 0.1592 -1.7413
H: 1.4924 -0.4377 -1.2547
H: 0.4035 -1.6747 -1.8287
H: 2.1504 2.6162 0.2487
H: 1.1527 2.1958 1.9549
H: -1.0781 1.9930 0.9439

HOMO (alpha / beta), eV: -7.396 / -6.983
Lowest unoccupied orbital energy (alpha / beta), eV: 0.72 / 0.51


Entry 7:
The following is a DFT calculation (the ωB97M-V functional and the def2-TZVPD basis) of a molecular structure, C4H9F3GaOSm.

Atoms and positions in Å:
F: -1.6751 -1.5364 0.2710
C: -0.6947 -1.9451 1.1865
F: -0.5816 -3.2216 0.9650
F: -1.2230 -1.7560 2.3538
C: 0.5920 -1.2097 1.0554
O: 1.1266 -1.2336 -0.2314
C: 0.7507 -0.2079 -1.0895
C: 1.1054 1.1853 -0.7347
Ga: -0.5135 2.3221 -0.1551
H: 1.2680 -1.7491 1.7087
H: 0.4508 -0.2070 1.4363
H: -0.3269 -0.2435 -1.1981
H: 1.1381 -0.4779 -2.0708
H: 1.7524 1.1302 0.1318
H: 1.6540 1.6374 -1.5437
H: -0.2732 3.7886 0.2155
H: -1.5473 2.1852 -1.4593
H: -1.2392 1.3881 0.9248
Sm: -1.7636 0.1507 -1.7663

Spin multiplicity: 5
HOMO (alpha / beta), eV: -12.663 / -11.483
Net charge: +1
Lowest unoccupied orbital energy (alpha / beta), eV: -4.81 / -4.74


Entry 8:
The following is a DFT calculation (the ωB97M-V functional and the def2-TZVPD basis) of a gas-phase ion, C4H9F3OP (charge +1).

Atoms and positions in Å:
C: -0.2812 -0.3688 -1.6316
C: -0.9400 -1.3994 0.9853
C: -0.1036 1.9052 0.3583
C: 1.8080 -0.5405 0.2134
O: -1.4224 2.1857 0.4551
F: 2.5397 -0.2447 1.2839
F: 1.8781 -1.8551 0.0668
F: 2.3845 0.0382 -0.8721
P: 0.0036 -0.1919 0.0702
H: 0.3990 0.3011 -2.2151
H: -1.3974 -0.2036 -1.9042
H: -0.2609 -1.3347 -2.2008
H: -1.0750 -1.3430 2.0575
H: -0.7333 -2.5448 0.7862
H: -1.8966 -1.4285 0.5445
H: 0.3765 2.1119 1.2510
H: 0.4516 2.2548 -0.4738
H: -1.7308 2.6582 1.2254

HOMO, eV: -15.048
Net charge: +1
Lowest unoccupied orbital energy, eV: -3.82


Entry 9:
The following is a DFT calculation (the ωB97M-V functional and the def2-TZVPD basis) of 2 unconnected molecules or ions with the total composition C4H9FN.

Atoms and positions in Å:
C: 0.7163 1.2224 -2.7349
C: 0.6409 1.6421 -1.4419
C: 0.1691 -1.4893 1.0708
C: -0.2155 1.0402 -0.5873
N: -0.7402 -1.2063 2.1963
F: -0.3082 1.4527 0.7084
H: 1.6348 1.3362 -3.3302
H: -0.1616 0.7999 -3.1796
H: 1.1273 2.4102 -0.9816
H: -0.1615 -2.0574 0.2127
H: 1.1552 -1.9124 1.4551
H: -0.8750 0.2085 -0.7224
H: -1.7013 -1.2321 1.6997
H: -0.5858 -0.2438 2.6713
H: -0.6944 -1.9709 2.9636

HOMO (alpha / beta), eV: -11.067 / -13.871
Net charge: +1
Lowest unoccupied orbital energy (alpha / beta), eV: -5.66 / -4.05


Entry 10:
The following is a DFT calculation (the ωB97M-V functional and the def2-TZVPD basis) of C4H9FN2O in the gas phase.

Atoms and positions in Å:
C: -0.8516 -1.6360 0.9639
C: 1.5708 0.1479 -0.3511
C: 1.9156 0.7630 -1.7201
C: -1.6811 0.6038 0.6572
H: 0.1951 -1.9145 0.4540
H: -1.0617 -1.6072 1.9754
H: -1.7761 -2.2253 0.4802
H: 1.9818 0.8218 0.5135
H: 2.0901 -0.9374 -0.1203
H: 2.9491 0.9559 -1.9185
H: 1.3479 0.1800 -2.5042
H: -1.3730 1.7039 0.2848
H: -3.3696 1.0241 1.7291
N: -0.5800 -0.1705 0.6863
N: -2.6568 0.2347 1.4143
O: 0.1502 0.1293 -0.5247
F: 1.1495 1.9266 -2.0199

Structure (SMILES): [H]/N=C/N(C)OCCF
HOMO, eV: -9.221
Lowest unoccupied orbital energy, eV: 0.92


Entry 11:
The following is a DFT calculation (the ωB97M-V functional and the def2-TZVPD basis) of C4H9FO in the gas phase.

Atoms and positions in Å:
C: -0.1082 2.0528 0.2510
C: 0.1736 -0.2269 -0.1803
C: 1.1978 -1.4118 0.1169
C: -1.2191 -0.7771 -0.1955
H: -1.2220 2.1090 0.1868
H: 0.3095 2.1553 -0.6824
H: 0.3825 2.8519 0.8578
H: 0.4378 0.2710 -1.0376
H: 2.1560 -0.8985 0.3605
H: 1.3203 -2.0216 -0.8225
H: 0.9907 -2.1282 0.9839
H: -1.8315 0.0938 0.0349
H: -1.3938 -1.4142 0.7428
O: 0.2957 0.7429 0.7801
F: -1.4892 -1.3983 -1.3962

Structure (SMILES): CO[C@@H](C)CF
HOMO, eV: -10.034
Lowest unoccupied orbital energy, eV: 1.05


Entry 12:
The following is a DFT calculation (the ωB97M-V functional and the def2-TZVPD basis) of 2 unconnected molecules or ions with the total composition C4H9FO4P2.

Atoms and positions in Å:
C: 2.1869 1.5834 -0.0922
C: 1.6874 0.2580 -0.1843
P: 0.2224 0.0831 -1.1080
C: -1.2916 0.2244 -0.0760
C: -1.8816 1.6378 -0.0439
F: -2.2488 -0.5983 -0.6630
H: 2.5949 2.0300 -0.9933
H: 2.1197 2.1724 0.8111
H: 2.1226 -0.6412 0.2117
H: 0.2165 -1.1410 -1.7906
H: 0.1617 1.1496 -2.0224
H: -1.0699 -0.1643 0.9190
H: -1.5004 2.2395 -0.8660
H: -1.6891 2.1141 0.9112
H: -2.9536 1.5203 -0.1796
O: 0.7663 -2.5147 -0.4388
P: 0.2508 -2.5627 1.0549
O: 0.9409 -3.6347 1.8915
O: -1.2830 -2.6637 1.0579
O: 0.6477 -1.0919 1.6007

HOMO, eV: 0.873
Net charge: -2
Lowest unoccupied orbital energy, eV: 5.65


Entry 13:
The following is a DFT calculation (the ωB97M-V functional and the def2-TZVPD basis) of 2 unconnected molecules or ions with the total composition C4H9I3Si.

Atoms and positions in Å:
C: 0.5957 -1.6597 -0.5170
C: -1.3697 -0.2626 -0.8522
C: 0.9090 0.7880 -1.2144
C: 0.1437 -0.3358 -0.6748
Si: -0.0783 0.8328 2.2694
I: -2.3180 1.5776 2.9402
I: 0.5122 -0.5361 4.2964
I: 1.1918 2.9935 1.8381
H: -0.1791 -2.0958 -1.1684
H: 1.6097 -1.9109 -0.9694
H: 0.4792 -2.0183 0.5254
H: -1.7457 0.7527 -0.4430
H: -1.7431 -0.9786 -0.0868
H: -1.6246 -0.4850 -1.7942
H: 1.7649 0.5622 -2.0569
H: 0.2480 1.6304 -1.5670
H: 1.6043 1.1455 -0.5252

HOMO (alpha / beta), eV: -7.771 / -7.616
Lowest unoccupied orbital energy (alpha / beta), eV: -0.80 / -2.06


Entry 14:
The following is a DFT calculation (the ωB97M-V functional and the def2-TZVPD basis) of a molecular structure, C4H9INO.

Atoms and positions in Å:
C: 0.4571 0.9963 1.8913
C: 0.5954 -0.1415 0.9248
C: 0.6151 0.3861 -0.5444
C: 0.1904 -0.6773 -1.5394
N: -1.5939 -0.6015 -1.8515
O: -1.8952 0.5775 -1.7421
I: -2.8101 -2.0560 -0.0227
H: 0.1648 0.6096 2.8357
H: 1.4159 1.4877 2.0136
H: -0.4878 1.4222 1.4959
H: 1.4989 -0.8653 0.9120
H: -0.3704 -0.6964 0.9327
H: -0.2412 1.0420 -0.7566
H: 1.5628 0.9149 -0.7692
H: 0.2745 -1.6772 -1.2154
H: 0.6235 -0.7210 -2.5646

HOMO, eV: -3.279
Net charge: -1
Lowest unoccupied orbital energy, eV: 3.74


Entry 15:
The following is a DFT calculation (the ωB97M-V functional and the def2-TZVPD basis) of 2 unconnected molecules or ions with the total composition C4H9INO.

Atoms and positions in Å:
C: -1.2889 0.4285 0.3019
C: -0.3432 -1.3150 -1.2895
C: -0.7657 -0.7494 -0.0286
C: 1.2534 0.4156 0.5184
N: 1.2537 0.8237 1.7480
O: -1.5180 1.3498 -0.4859
I: 1.5537 1.6785 -1.1416
H: -1.6065 0.5214 1.3106
H: 0.0862 -0.6066 -2.0341
H: 0.3501 -2.0444 -1.0851
H: -1.1604 -1.7598 -1.8958
H: -0.8670 -1.5443 0.8089
H: 1.7474 -0.5833 0.1220
H: -1.2862 1.0804 -1.4161
H: 0.9333 1.7484 1.9578
H: 1.6582 0.5566 2.6090

Spin multiplicity: 3
HOMO (alpha / beta), eV: -10.559 / -13.403
Net charge: +1
Lowest unoccupied orbital energy (alpha / beta), eV: -3.36 / -7.55


E for the records above, in order: -71129.818, -19789.818, -33738.094, -33790.862, -29696.028, -22049.573, -84760.929, -23774.360, -8489.499, -12034.243, -9057.395, -33774.397, -36473.121, -15930.652, -15919.810 eV